No. 1
ORCA calculation (wB97M-V/def2-TZVPD) on a molecular structure, C22H19NO3.

Positions of all 45 atoms, in Å:
C1 0.00459 1.92138 2.08961
C2 0.15472 3.43369 2.23915
O1 1.54455 3.64856 2.32321
C3 2.20746 2.45520 2.08667
O2 3.42639 2.51798 2.20229
N1 1.31689 1.44621 1.77095
H1 -0.50243 1.63497 3.04269
H2 -0.71104 1.76340 1.28258
H3 -0.22399 3.98715 1.37341
H4 -0.31827 3.87051 3.12452
C4 -5.69332 -0.19551 -1.28794
C5 -4.73521 -0.26303 -2.30211
C6 -3.74912 -1.24880 -2.27707
C7 -3.75862 -2.14265 -1.21151
O3 -2.70465 -3.05386 -1.06588
C8 -1.43765 -2.59335 -0.67723
C9 -1.11303 -2.60827 0.68642
C10 0.00569 -1.88937 1.10123
C11 0.86714 -1.20073 0.20770
C12 1.78426 -0.19174 0.85223
C13 3.02408 0.16578 0.08513
C14 4.22998 0.29872 0.81279
C15 5.37387 0.82639 0.22993
C16 5.38432 1.19112 -1.12238
C17 4.21084 1.03235 -1.87000
C18 3.03687 0.54382 -1.27449
C19 0.64112 -1.48126 -1.18512
C20 -0.55693 -2.06892 -1.62169
C21 -4.74076 -2.14298 -0.22383
C22 -5.69388 -1.12964 -0.24817
H5 -6.44947 0.59290 -1.30946
H6 -4.72511 0.45092 -3.12125
H7 -2.95635 -1.32493 -3.01705
H8 -1.81777 -3.07482 1.37512
H9 0.19987 -1.83606 2.17102
H10 2.00326 -0.52896 1.89090
H11 4.24129 -0.02738 1.85504
H12 6.24761 0.98623 0.86119
H13 6.27162 1.67045 -1.54729
H14 4.19928 1.33661 -2.91688
H15 2.11921 0.52444 -1.86456
H16 1.35185 -1.21832 -1.96890
H17 -0.86136 -2.11450 -2.67944
H18 -4.67929 -2.88311 0.56876
H19 -6.41846 -1.08063 0.55974

The value obtained for the orbital gap is 8.206 eV. The lowest unoccupied orbital energy is -0.65 eV. As for the energy above the lowest of the compared OMol25 structures with the same formula, charge and spin: 4.597 eV. The HOMO energy is -8.85 eV. The molar mass comes out at 345.398 g mol⁻¹. As for the total energy: -1130.109501 hartree. The max |F| is 0.048 hartree/bohr.


No. 2
ORCA calculation (wB97M-V/def2-TZVPD) on a molecular structure, C29H34IrN9O3.

Positions of all 76 atoms, in Å:
Ir1 0.40433 -0.58600 -0.03880
C1 -3.84771 -0.71339 -1.02122
C2 -2.58763 -0.28526 -0.58666
N1 -1.50365 -1.02679 -0.71423
C3 -1.59185 -2.25276 -1.33469
C4 -2.82131 -2.73609 -1.82394
C5 -3.96594 -1.93438 -1.62379
C6 -2.83838 -3.96195 -2.52567
C7 -1.65990 -4.60608 -2.76530
C8 -0.42287 -4.11826 -2.29946
C9 -0.36158 -2.96369 -1.54389
N2 0.72648 -2.33505 -0.97678
C10 2.04511 -2.77082 -0.91379
C11 2.52722 -4.05407 -1.07580
C12 3.91360 -4.30876 -1.01730
C13 4.82416 -3.32038 -0.78865
C14 4.36986 -2.00614 -0.53345
C15 5.22261 -0.92273 -0.21945
C16 4.69432 0.30317 0.06755
C17 3.29984 0.46053 0.08541
N3 2.48299 -0.52821 -0.20213
C18 2.98770 -1.75583 -0.55194
H1 -4.70322 -0.06761 -0.88315
H2 -2.45023 0.68873 -0.13536
H3 -4.92730 -2.28592 -1.97681
H4 -3.77729 -4.35544 -2.89010
H5 -1.66127 -5.52253 -3.34038
H6 0.47111 -4.64975 -2.57554
H7 1.86124 -4.88316 -1.24243
H8 4.25285 -5.32405 -1.17356
H9 5.88556 -3.52758 -0.78321
H10 6.29407 -1.07850 -0.20952
H11 5.32484 1.14626 0.30947
H12 2.84153 1.39740 0.36958
N4 -0.03281 -1.96901 1.54765
C19 0.10191 -1.34328 2.89009
C20 -1.23593 -1.24391 3.62604
C21 -2.37665 -0.55060 2.88329
C22 -2.21528 0.94045 2.59106
N5 -2.00769 1.72723 3.80519
C23 -1.12074 2.69906 3.98539
N6 -0.31412 3.10128 2.99210
N7 -1.09732 3.35121 5.14806
C24 0.71164 0.05849 2.83430
O1 0.98450 0.62051 3.87442
O2 0.86814 0.60964 1.66019
H13 -0.95311 -2.38482 1.43165
H14 0.63869 -2.72010 1.40456
H15 0.76251 -1.95879 3.50022
H16 -1.02687 -0.73039 4.56578
H17 -1.56331 -2.25119 3.89414
H18 -3.29074 -0.69422 3.46639
H19 -2.58321 -1.03348 1.92304
H20 -3.12739 1.29707 2.10594
H21 -1.39241 1.12114 1.90348
H22 -2.59804 1.49906 4.59056
H23 0.02396 2.38949 2.34909
H24 0.41477 3.74447 3.26099
H25 -1.70059 3.08947 5.90884
H26 -0.35389 3.99405 5.36035
N8 0.20820 1.26405 -0.92607
C25 0.40402 2.20638 -1.57202
N9 0.61560 3.26089 -2.29437
C26 0.26169 4.61446 -1.81826
C27 -0.94631 5.10995 -2.59991
O3 -0.71184 5.03444 -3.98878
C28 -0.48633 3.70707 -4.41877
C29 0.76362 3.14771 -3.76350
H27 1.12252 5.25967 -1.99637
H28 0.05989 4.57488 -0.74892
H29 -1.13580 6.15601 -2.36532
H30 -1.83563 4.52245 -2.33192
H31 -0.36826 3.73424 -5.50015
H32 -1.35401 3.07886 -4.17474
H33 1.63426 3.74352 -4.03972
H34 0.94307 2.10769 -4.02903

The value obtained for the orbital gap is 6.605 eV. The lowest unoccupied orbital energy is -5.16 eV. As for the energy above the lowest of the compared OMol25 structures with the same formula, charge and spin: 1.334 eV. Its total charge is +2. The HOMO energy is -11.77 eV. The molar mass comes out at 748.868 g mol⁻¹. As for the total energy: -1947.959410 hartree. The max |F| is 0.030 hartree/bohr.


No. 3
ORCA calculation (wB97M-V/def2-TZVPD) on a molecular structure, C2H3N3O.

Positions of all 9 atoms, in Å:
C1 -1.36152 -0.04972 0.07313
C2 0.30680 -0.03167 0.00499
N1 0.13171 -1.02056 0.70131
O1 2.63073 -0.37190 0.19094
N2 2.34979 0.59289 -0.47544
N3 0.99717 0.86872 -0.64063
H1 -1.53518 0.93783 0.50068
H2 -1.59683 -0.12766 -0.98809
H3 -1.92268 -0.79793 0.63311

The value obtained for the orbital gap is 9.044 eV. The lowest unoccupied orbital energy is -0.65 eV. As for the energy above the lowest of the compared OMol25 structures with the same formula, charge and spin: 5.907 eV. The HOMO energy is -9.69 eV. The molar mass comes out at 85.066 g mol⁻¹. As for the total energy: -317.315256 hartree. The max |F| is 0.013 hartree/bohr.


No. 4
ORCA calculation (wB97M-V/def2-TZVPD) on 10 unconnected molecules or ions with the total composition C60H90Br3Cl2N9O8P2Si.

Positions of all 175 atoms, in Å:
C1 7.83447 -3.43176 -0.75402
C2 7.91239 -1.92187 -0.47846
C3 7.32285 -1.12224 -1.60282
O1 8.01709 -0.68611 -2.51488
O2 5.97463 -0.95652 -1.55721
C4 5.57948 0.42297 -1.34784
C5 4.33889 0.70212 -2.18238
C6 3.27382 1.55686 -1.49677
O3 2.04966 0.84029 -1.31188
C7 1.55696 0.73177 0.00746
P1 2.73248 -0.36362 0.99283
C8 2.20996 -0.26563 2.76372
O4 2.47956 -1.93980 0.57639
C9 0.02679 0.43252 -0.04670
O5 -0.22797 -0.79752 0.57853
C10 -1.50961 -1.25010 1.03028
C11 -2.65145 -0.24856 1.08219
C12 -4.09622 -0.69975 1.34931
C13 -4.40373 -1.84822 2.29374
Br1 -6.27069 -1.58442 2.88254
C14 -1.98612 -2.40485 0.09692
C15 -2.74114 -2.02964 -1.17440
O6 -2.46198 -2.95136 -2.22466
Si1 -3.80385 -3.81579 -2.71264
C16 -3.19360 -4.96909 -4.05947
C17 -4.55682 -4.85590 -1.34453
C18 -5.04224 -2.58309 -3.41026
C19 -1.21654 -1.98621 2.36340
Cl1 -0.77216 -3.67253 2.31094
C20 -1.21784 -1.49630 3.60285
C21 -0.90378 -2.28817 4.82770
Cl2 -1.55003 0.16814 3.94673
C22 -0.54742 0.59981 -1.50266
Br2 -0.25226 2.41537 -2.21601
C23 -0.08814 -0.33741 -2.63585
C24 -1.22914 -0.68088 -3.61137
Br3 0.87922 -1.95444 -2.15600
P2 -0.60905 2.05951 0.81135
O7 -0.12000 2.07482 2.39581
O8 -2.22465 2.24094 0.58273
H1 8.77201 -3.82801 -1.11661
H2 7.02340 -3.70337 -1.41793
H3 7.64242 -3.93136 0.18422
H4 7.35469 -1.72702 0.42988
H5 8.94887 -1.64212 -0.37518
H6 5.39260 0.55330 -0.29049
H7 6.39987 1.02580 -1.71975
H8 3.88590 -0.25467 -2.41257
H9 4.62687 1.12661 -3.13569
H10 3.63039 2.02670 -0.58530
H11 3.01846 2.36264 -2.18040
H12 1.71703 1.70817 0.47240
H13 2.19244 -1.26405 3.18021
H14 1.26750 0.24191 2.91822
H15 2.99837 0.28976 3.25952
H16 3.04426 -2.48365 1.13266
H17 -2.46206 0.60574 1.71094
H18 -2.68224 0.22217 0.10398
H19 -4.62015 0.16285 1.73789
H20 -4.60335 -0.90747 0.41626
H21 -4.44468 -2.80436 1.80091
H22 -3.82601 -1.88926 3.20062
H23 -1.14889 -3.01793 -0.19514
H24 -2.65019 -3.05935 0.64347
H25 -2.63941 -1.00387 -1.51560
H26 -3.80134 -2.15767 -0.94826
H27 -2.29060 -5.46445 -3.72107
H28 -3.96687 -5.71401 -4.21215
H29 -2.99196 -4.41648 -4.96809
H30 -3.83348 -5.23623 -0.63121
H31 -5.32071 -4.30671 -0.79961
H32 -5.04858 -5.71413 -1.79423
H33 -4.86135 -1.61001 -2.96709
H34 -6.06957 -2.88986 -3.26086
H35 -4.81298 -2.47684 -4.46478
H36 -1.69516 -3.01306 4.98679
H37 -0.83757 -1.63843 5.68906
H38 0.03619 -2.81075 4.71250
H39 -1.62561 0.56284 -1.44611
H40 0.62027 0.21073 -3.22736
H41 -2.19596 -0.34784 -3.25011
H42 -1.22872 -1.73529 -3.83262
H43 -1.05939 -0.16888 -4.55206
H44 -0.20470 2.95701 2.76300
H45 -2.41799 3.15222 0.36293
C25 4.31156 2.91883 5.12919
C26 4.37153 3.90627 4.10936
C27 3.25229 3.75906 3.33416
N1 2.52024 2.72031 3.84316
C28 3.15737 2.20560 4.93775
H46 5.03364 2.75238 5.91112
H47 5.14797 4.63610 3.96351
H48 2.91558 4.29881 2.46438
H49 1.65134 2.38594 3.46365
H50 2.73524 1.37962 5.48436
C29 3.08880 6.70352 -1.52001
C30 3.05233 6.05799 -0.25323
C31 4.27409 6.24778 0.33582
N2 5.04349 6.98135 -0.52411
C32 4.32876 7.26561 -1.65529
H51 2.29466 6.75010 -2.24584
H52 2.22262 5.51680 0.17143
H53 4.66277 5.92705 1.28766
H54 5.98907 7.26601 -0.35221
H55 4.76234 7.83980 -2.45546
C33 -0.75288 0.80854 -9.61550
C34 0.36628 0.38267 -8.84986
C35 0.21660 0.89262 -7.58903
N3 -0.94677 1.61254 -7.56231
C36 -1.54517 1.56197 -8.79337
H56 -0.95228 0.58532 -10.64978
H57 1.18594 -0.22841 -9.18720
H58 0.83519 0.80630 -6.71212
H59 -1.30516 2.10086 -6.76263
H60 -2.47952 2.06473 -8.97773
C37 -8.30270 -1.11615 -1.72702
C38 -8.28950 -0.04519 -2.66141
C39 -9.46925 -0.09470 -3.35230
N4 -10.19297 -1.15291 -2.87488
C40 -9.49195 -1.77990 -1.88212
H61 -7.52723 -1.36982 -1.02189
H62 -7.50415 0.67665 -2.80784
H63 -9.85450 0.52940 -4.13968
H64 -11.09932 -1.42786 -3.20365
H65 -9.89628 -2.63991 -1.37540
C41 3.27183 -4.28699 7.41691
C42 4.37824 -4.16129 6.53153
C43 4.32688 -2.90547 5.98918
N5 3.23256 -2.26914 6.50886
C44 2.58689 -3.10250 7.38244
H66 3.01099 -5.14753 8.00960
H67 5.12467 -4.90757 6.31838
H68 4.97070 -2.41198 5.28133
H69 2.94793 -1.33461 6.28246
H70 1.69885 -2.78232 7.89995
C45 2.74654 -6.90733 1.36220
C46 3.63765 -7.85572 1.93726
C47 3.16186 -8.16016 3.18371
N6 2.02096 -7.43497 3.38497
C48 1.75801 -6.67332 2.27952
H71 2.82117 -6.45436 0.38751
H72 4.52436 -8.26640 1.48623
H73 3.53506 -8.82804 3.94056
H74 1.46171 -7.45766 4.21659
H75 0.89427 -6.03397 2.24376
C49 8.14021 4.82607 4.01856
C50 9.26951 3.96232 4.02400
C51 9.38393 3.44972 5.28747
N7 8.37083 3.97172 6.04507
C52 7.60678 4.80777 5.27857
H76 7.76375 5.39318 3.18372
H77 9.92089 3.74324 3.19512
H78 10.09525 2.76218 5.71085
H79 8.21277 3.77165 7.01441
H80 6.75385 5.31503 5.69590
C53 -2.82118 5.83449 -4.83174
C54 -3.89595 6.45689 -5.52296
C55 -3.97292 5.88046 -6.76157
N8 -2.98547 4.93758 -6.84861
C56 -2.28216 4.90117 -5.67419
H81 -2.48408 6.04800 -3.83156
H82 -4.53797 7.23753 -5.15195
H83 -4.64168 6.05969 -7.58535
H84 -2.80571 4.36190 -7.64990
H85 -1.46065 4.21785 -5.53948
C57 -9.48522 1.40554 2.89697
C58 -10.31867 2.23790 2.10042
C59 -10.32311 1.71679 0.83418
N9 -9.52600 0.60598 0.83407
C60 -9.01404 0.40615 2.08755
H86 -9.25870 1.52711 3.94295
H87 -10.85112 3.11764 2.42066
H88 -10.82085 2.04075 -0.06352
H89 -9.34117 0.02953 0.03092
H90 -8.35624 -0.42486 2.29295

The value obtained for the orbital gap is 7.979 eV. The lowest unoccupied orbital energy is 0.03 eV. As for the energy above the lowest of the compared OMol25 structures with the same formula, charge and spin: 0.000 eV. The HOMO energy is -7.95 eV. Its SMILES is CCC(=O)OCCCO[C@H](P(C)O)[C@](O[C@@](CCCBr)(CCO[Si](C)(C)C)/C(Cl)=C(/C)Cl)([C@@H](Br)[C@H](C)Br)P(O)O.c1cc[nH]c1.c1cc[nH]c1.c1cc[nH]c1.c1cc[nH]c1.c1cc[nH]c1.c1cc[nH]c1.c1cc[nH]c1.c1cc[nH]c1.c1cc[nH]c1. The molar mass comes out at 1466.087 g mol⁻¹. As for the total energy: -13049.502810 hartree. The max |F| is 0.083 hartree/bohr.


No. 5
ORCA calculation (wB97M-V/def2-TZVPD) on 11 unconnected molecules or ions with the total composition C11H44N22O11.

Positions of all 88 atoms, in Å:
N1 -0.34071 31.94511 13.93398
C1 -1.60692 32.06839 13.43997
N2 -1.67972 32.77656 12.27135
O1 -2.58362 31.48986 13.89687
H1 -0.19748 31.50977 14.82623
H2 0.41269 32.49301 13.56304
H3 -0.86582 33.06367 11.76307
H4 -2.59252 32.91166 11.87942
N3 -8.15821 30.41773 10.75079
C2 -7.47739 30.77073 11.88666
N4 -7.28414 32.12248 12.02899
O2 -7.03453 29.96956 12.68586
H5 -8.48354 31.15193 10.15067
H6 -8.15725 29.46364 10.44396
H7 -6.77589 32.38802 12.85395
H8 -7.44012 32.82334 11.32994
N5 0.27313 25.85407 12.15528
C3 -0.76614 24.96233 11.89748
N6 -2.00039 25.50934 11.97168
O3 -0.54561 23.76229 11.80102
H9 0.12330 26.81499 11.90137
H10 1.17345 25.42657 12.03075
H11 -2.13339 26.50684 11.83106
H12 -2.79846 24.99185 11.60611
N7 -4.54422 29.52956 14.24223
C4 -4.22792 28.39448 14.94772
N8 -3.00894 28.43233 15.56512
O4 -4.95704 27.41873 14.97748
H13 -5.54435 29.59830 14.10456
H14 -3.99730 30.38544 14.27208
H15 -2.29609 29.12293 15.43036
H16 -2.74115 27.57014 16.00740
N9 -5.06783 33.88918 8.12207
C5 -4.86400 32.78110 8.86852
N10 -5.92888 31.92896 8.99187
O5 -3.74186 32.45604 9.28207
H17 -5.98618 34.21143 7.87821
H18 -4.26721 34.38753 7.74820
H19 -6.77258 32.25683 8.55699
H20 -5.83079 30.99515 9.35162
N11 1.18389 27.69986 7.30360
C6 -0.04134 28.34456 7.27478
N12 -0.14169 29.22446 6.23296
O6 -0.95504 28.07376 8.03364
H21 1.27043 26.97687 7.99842
H22 1.42993 27.45144 6.35685
H23 -1.01386 29.67000 6.00454
H24 0.65482 29.44873 5.66606
N13 -1.43367 32.85523 7.67616
C7 -1.46857 33.78219 6.68753
N14 -0.48628 33.71715 5.73039
O7 -2.41818 34.55977 6.58141
H25 -2.26324 32.88593 8.26110
H26 -0.82968 32.05221 7.62064
H27 0.28744 33.08734 5.85637
H28 -0.31104 34.57212 5.23124
N15 -2.39557 23.29791 7.73984
C8 -1.93378 24.51435 7.35085
N16 -2.28291 25.52776 8.18191
O8 -1.16360 24.69765 6.40497
H29 -2.98694 23.24679 8.55280
H30 -2.28721 22.51241 7.13024
H31 -2.83421 25.47610 9.02217
H32 -1.95862 26.45813 7.98503
N17 -5.31842 26.32058 11.56973
C9 -5.32200 25.00224 11.24850
N18 -6.47465 24.30915 11.42516
O9 -4.35742 24.51015 10.63917
H33 -4.43777 26.81618 11.43132
H34 -6.00568 26.72585 12.18183
H35 -7.29454 24.82084 11.68969
H36 -6.48999 23.32285 11.25751
N19 -3.99069 30.02862 11.30781
C10 -3.31749 29.08735 10.59012
N20 -2.97156 29.48647 9.34153
O10 -3.03041 28.01256 11.13735
H37 -4.27374 30.92059 10.94259
H38 -4.22683 29.82998 12.27299
H39 -3.01027 30.47989 9.18873
H40 -2.39493 28.85741 8.76697
N21 -2.78832 31.16319 4.24353
C11 -3.87137 30.75111 5.00817
N22 -3.99451 31.44713 6.17832
O11 -4.62764 29.87559 4.64951
H41 -2.72870 30.91545 3.27391
H42 -2.33598 32.02130 4.52490
H43 -3.31881 32.17391 6.33288
H44 -4.81473 31.30797 6.73469

The value obtained for the orbital gap is 7.839 eV. The lowest unoccupied orbital energy is -0.44 eV. As for the energy above the lowest of the compared OMol25 structures with the same formula, charge and spin: 0.353 eV. The HOMO energy is -8.28 eV. Its SMILES is NC(N)=O.NC(N)=O.NC(N)=O.NC(N)=O.NC(N)=O.NC(N)=O.NC(N)=O.NC(N)=O.NC(N)=O.NC(N)=O.NC(N)=O. The molar mass comes out at 660.616 g mol⁻¹. As for the total energy: -2478.313320 hartree. The max |F| is 0.036 hartree/bohr.